(1)
C22H24N2O3S | ωB97M-V with the def2-TZVPD basis set

The geometry in XYZ format:
```
52
Properties=species:S:1:pos:R:3:forces:R:3:lowdin_charge:R:1
C -4.7951 -0.0405 0.0499 0.19 0.02 -0.18 -0.0987
C -3.8761 0.6310 -0.9626 -0.04 0.27 0.34 -0.2150
C -3.5234 2.0623 -0.5567 -0.25 -0.21 -0.58 -0.1905
O -2.8151 2.1141 0.6767 0.34 0.14 0.22 -0.0535
C -1.5668 1.5523 0.7029 0.07 -0.12 0.03 -0.2139
C -1.2943 0.6503 1.7274 -0.13 0.20 -0.12 0.0174
C -0.0655 0.0326 1.8316 0.19 0.09 -0.08 -0.0307
C 0.9228 0.2828 0.8906 -0.12 0.08 0.26 -0.1827
C 2.2725 -0.4033 0.9730 -0.24 -0.06 -0.06 -0.2003
N 3.2659 0.5284 1.4946 0.09 -0.19 -0.30 0.0766
C 4.1687 1.1850 0.7551 0.16 0.16 0.50 -0.8985
S 5.0558 2.4466 1.3332 0.25 0.41 0.15 0.6116
N 4.3778 0.7236 -0.5136 -0.06 -0.14 -0.28 0.0712
C 3.7115 -0.3407 -1.0644 -0.44 -0.42 0.19 -0.2057
C 4.1748 -0.7561 -2.4161 0.04 0.01 -0.17 0.0007
C 2.6962 -0.9359 -0.3810 0.58 0.31 0.12 -0.0637
C 1.9139 -2.0183 -0.9676 0.08 0.01 -0.07 -0.3163
O 2.1414 -2.5053 -2.0619 -0.13 -0.07 0.02 0.0901
C 0.7496 -2.4981 -0.1543 -0.26 -0.41 -0.13 -0.1690
C 0.9362 -3.3319 0.9412 0.06 0.10 -0.13 -0.0386
C -0.1551 -3.7869 1.6602 0.00 -0.05 0.12 -0.0761
C -1.4358 -3.4132 1.2901 -0.06 -0.03 0.06 -0.0806
C -1.6262 -2.5998 0.1860 -0.03 0.01 -0.08 -0.0718
C -0.5386 -2.1497 -0.5398 0.08 -0.08 -0.05 -0.0229
C 0.6794 1.2176 -0.1036 -0.17 0.01 0.03 0.0728
C -0.5395 1.8722 -0.1988 0.01 0.15 -0.07 -0.2013
O -0.6917 2.8062 -1.2050 -0.05 -0.55 0.14 -0.1114
C -0.8335 4.1378 -0.7410 0.02 0.31 0.11 -0.0646
H -5.0167 -1.0614 -0.2525 -0.07 -0.11 0.04 0.0670
H -5.7326 0.5051 0.1315 -0.13 0.02 0.06 0.0748
H -4.3239 -0.0617 1.0294 -0.01 -0.04 0.13 0.0656
H -4.3577 0.6650 -1.9415 0.08 0.00 -0.07 0.1148
H -2.9495 0.0594 -1.0599 0.02 -0.01 -0.13 0.0939
H -2.9548 2.5376 -1.3620 -0.05 0.03 0.17 0.1144
H -4.4313 2.6408 -0.3678 0.06 -0.05 -0.06 0.1318
H -2.0780 0.4399 2.4383 -0.14 -0.03 0.05 0.1232
H 0.1134 -0.6736 2.6286 0.01 -0.15 0.08 0.1195
H 2.1990 -1.2275 1.6948 -0.03 0.18 -0.15 0.1408
H 3.0805 0.9159 2.4082 0.14 0.09 -0.12 0.1369
H 5.1153 1.1800 -1.0331 -0.14 -0.03 0.18 0.1282
H 3.3462 -0.7294 -3.1219 0.05 -0.01 -0.03 0.0966
H 4.5184 -1.7887 -2.3938 0.00 0.01 -0.04 0.0999
H 4.9784 -0.1127 -2.7678 0.06 0.06 0.00 0.0831
H 1.9354 -3.6372 1.2194 0.11 -0.01 0.06 0.1235
H -0.0046 -4.4365 2.5102 0.01 -0.06 0.06 0.1040
H -2.2858 -3.7646 1.8561 -0.07 -0.03 0.05 0.1032
H -2.6253 -2.3208 -0.1124 -0.11 0.06 -0.03 0.0946
H -0.6784 -1.5187 -1.4052 -0.03 0.09 -0.09 0.1252
H 1.4412 1.4642 -0.8282 0.08 0.05 -0.13 0.1380
H 0.0863 4.4737 -0.2507 -0.05 -0.02 -0.04 0.0997
H -1.0178 4.7465 -1.6244 0.01 0.03 0.06 0.0951
H -1.6673 4.2412 -0.0412 0.01 -0.04 -0.05 0.0917
```
Forces are in eV/Å.

Results
F_max   0.7 eV Å⁻¹
Energy relative to the best compared isomer or geometry (same formula, charge and spin)   18.8 kcal/mol
Net charge   0
SMILES string   CCCOc1ccc([C@@H]2NC(=S)NC(C)=C2C(=O)c2ccccc2)cc1OC
Total energy   -43161.4618 eV



(2)
O2 | ωB97M-V with the def2-TZVPD basis set

The geometry in XYZ format:
```
2
Properties=species:S:1:pos:R:3:forces:R:3:lowdin_charge:R:1
O -0.7302 -0.0049 0.5174 7.72 0.05 -5.47 0.0000
O 0.7302 0.0049 -0.5174 -7.72 -0.05 5.47 0.0000
```
Forces are in eV/Å.

Results
F_max   9.5 eV Å⁻¹
Energy relative to the best compared isomer or geometry (same formula, charge and spin)   116.2 kcal/mol
Net charge   0
Total energy   -4084.7400 eV



(3)
C9H19NO2P | ωB97M-V with the def2-TZVPD basis set

The geometry in XYZ format:
```
32
Properties=species:S:1:pos:R:3:forces:R:3:lowdin_charge:R:1
C 1.2304 -0.4610 -1.9159 -0.71 1.68 0.44 0.0033
C -0.2374 -0.0813 -1.2102 -1.00 -3.85 1.83 -0.2741
O -0.8283 -1.0877 -0.5515 2.08 6.28 -3.69 -0.0906
O -0.7393 1.3004 -1.3141 -0.18 -4.19 0.97 -0.0866
C -2.1205 1.4238 -0.8173 -1.16 0.99 0.05 -0.1800
C -3.2086 0.8549 -1.9333 -0.56 0.45 0.54 -0.1866
C -4.3285 -0.1480 -1.2013 -0.04 1.61 -0.59 -0.3673
P -3.9104 -2.0053 -1.3708 1.32 1.04 1.18 1.0188
H 1.1155 -1.1584 -2.8540 -0.11 1.24 2.14 0.1038
H 1.8581 -0.9614 -1.0452 -1.25 1.05 -2.05 0.0813
H 1.6888 0.5565 -2.2983 -0.70 -2.18 0.94 0.0997
H -2.2852 0.9511 0.2526 0.60 0.66 -2.32 0.1363
H -2.3271 2.5928 -0.6979 0.76 -2.64 -0.35 0.1555
H -2.7047 0.3505 -2.8647 -0.86 1.07 1.89 0.1220
H -3.8479 1.7976 -2.2898 1.47 -2.24 0.60 0.1344
H -5.3381 0.0347 -1.7706 1.80 -0.53 1.39 0.1031
H -4.3706 0.2349 -0.0725 -0.25 -1.42 -2.43 0.1232
H -3.2359 -2.4245 -0.1347 -0.66 0.27 -1.32 0.0262
H -2.9059 -2.1845 -2.4283 -1.22 0.02 0.93 0.0345
H -5.0467 -2.8772 -1.5246 0.75 0.66 -0.12 0.0052
C 3.9168 1.5863 2.1634 0.04 0.14 -0.02 -0.1127
C 2.8329 0.6553 2.6974 0.02 0.40 -0.11 -0.2791
C 3.3062 -0.7933 2.8322 0.14 -0.24 -1.04 -0.1912
C 3.7221 -1.3264 1.4708 2.38 -3.25 -7.44 -0.1565
N 4.0672 -1.7685 0.3415 -2.85 3.59 8.88 0.1058
H 4.2309 1.3037 1.1536 0.00 -0.04 0.15 0.0694
H 3.5432 2.6138 2.1111 0.09 -0.13 0.05 0.0748
H 4.7984 1.5764 2.8146 -0.12 0.02 -0.13 0.0820
H 1.9643 0.7022 2.0292 0.06 -0.11 0.15 0.1014
H 2.5049 1.0175 3.6780 0.00 -0.20 -0.09 0.1112
H 2.4990 -1.4167 3.2310 0.21 -0.08 -0.19 0.1127
H 4.1565 -0.8580 3.5198 -0.04 -0.08 -0.23 0.1200
```
Forces are in eV/Å.

Results
F_max   10.0 eV Å⁻¹
Energy relative to the best compared isomer or geometry (same formula, charge and spin)   111.1 kcal/mol
Net charge   +1
Total energy   -24503.5469 eV



(4)
C27H27F3N4O4P2Y | ωB97M-V with the def2-TZVPD basis set

The geometry in XYZ format:
```
68
Properties=species:S:1:pos:R:3:forces:R:3:lowdin_charge:R:1
Y -0.0061 -0.3812 0.8559 -0.14 -0.19 0.47 1.2271
C 3.7833 0.9615 0.2657 0.02 0.00 -0.02 -0.2669
P 2.9013 -0.1216 1.4345 -0.05 0.00 -0.06 0.7994
C 3.9286 -1.6199 1.4790 0.00 -0.03 0.02 -0.2582
C 3.2440 0.6715 3.0541 -0.02 0.04 0.01 -0.4077
C 2.3520 1.8985 3.2611 0.03 -0.03 -0.01 -0.4191
P 0.5647 1.4741 3.2201 -0.02 0.01 -0.07 0.7854
C 0.3588 0.5455 4.7785 -0.02 0.01 0.02 -0.2573
C -0.1952 3.0921 3.5890 -0.01 0.02 -0.01 -0.2655
H 4.8216 1.1100 0.5669 0.00 -0.01 0.01 0.0546
H 3.2776 1.9241 0.1913 0.00 0.00 0.00 0.0367
H 3.7490 0.5059 -0.7239 -0.01 0.01 0.00 0.0409
H 4.9728 -1.3820 1.6850 0.00 0.02 0.00 0.0548
H 3.8572 -2.1303 0.5190 0.00 0.00 0.00 0.0506
H 3.5556 -2.2993 2.2459 0.00 0.00 0.00 0.0424
H 4.2986 0.9492 3.1172 0.00 0.00 0.00 0.0933
H 3.0616 -0.0706 3.8354 0.00 -0.01 -0.01 0.0803
H 2.5319 2.6423 2.4800 0.00 0.00 -0.01 0.0796
H 2.5691 2.3822 4.2167 -0.01 0.00 0.01 0.0924
H 0.8518 1.0622 5.6036 0.00 0.00 0.00 0.0591
H 0.7652 -0.4598 4.6738 0.00 0.00 0.00 0.0307
H -0.7002 0.4435 5.0186 0.00 -0.01 -0.01 0.0407
H 0.1967 3.5066 4.5186 0.01 -0.01 0.00 0.0556
H -1.2782 3.0041 3.6772 0.00 0.00 0.01 0.0320
H 0.0175 3.7862 2.7755 0.00 0.00 0.00 0.0496
O -7.6953 -2.6362 0.1301 -0.01 0.06 0.01 0.1164
N -6.9021 -2.4163 1.0151 0.03 -0.18 -0.02 -0.3380
O -7.1437 -2.4399 2.2051 -0.05 0.03 0.00 0.0951
C -5.5023 -2.1589 0.6175 -0.04 0.04 0.02 -0.0611
C -5.0765 -2.7708 -0.5000 -0.01 -0.01 -0.05 0.0864
C -3.7203 -2.6266 -0.9256 0.00 -0.01 0.00 -0.1111
C -3.2141 -3.2620 -2.0738 -0.01 -0.01 0.00 0.0349
C -1.9005 -3.0822 -2.4150 0.00 0.00 -0.02 -0.0004
C -1.1016 -2.2690 -1.6052 0.00 -0.01 0.00 -0.0906
N -1.5585 -1.6639 -0.5225 0.00 -0.04 -0.11 0.0198
C -2.8506 -1.8324 -0.1773 0.01 0.01 0.01 -0.1319
C -3.3270 -1.1511 1.0045 0.01 0.02 0.02 -0.1236
N -2.4435 -0.3595 1.6654 0.06 0.06 -0.07 0.0429
C -2.8711 0.2871 2.7345 0.00 -0.01 -0.01 -0.1043
C -4.1788 0.2043 3.2116 0.01 0.01 0.01 -0.0029
C -5.0769 -0.5955 2.5586 -0.02 0.03 0.03 0.0444
C -4.6580 -1.3113 1.4196 0.01 0.00 0.02 -0.0471
H -5.7643 -3.3788 -1.0721 0.01 0.00 0.00 0.1430
H -3.8671 -3.8844 -2.6725 0.00 0.00 0.00 0.1342
H -1.4719 -3.5533 -3.2875 -0.01 0.00 0.00 0.1221
H -0.0595 -2.0974 -1.8452 0.00 -0.01 -0.01 0.1105
H -2.1488 0.9106 3.2431 0.01 0.00 0.00 0.0621
H -4.4682 0.7674 4.0872 0.00 0.00 0.00 0.1228
H -6.0920 -0.6826 2.9128 0.03 0.01 -0.01 0.1194
F 4.5375 2.9218 -7.2041 0.04 0.02 0.01 0.1439
C 3.2904 2.4381 -7.2986 0.00 -0.02 0.03 -0.5912
F 3.3147 1.4276 -8.1811 0.00 -0.04 -0.02 0.1436
F 2.5298 3.4090 -7.8348 -0.03 0.04 -0.02 0.1496
C 2.7542 2.0008 -5.9631 -0.01 0.00 0.01 -0.1150
C 3.2037 2.6126 -4.8023 0.00 0.00 0.02 0.0025
C 2.6726 2.2404 -3.5797 0.00 0.00 -0.01 -0.0170
C 1.6854 1.2554 -3.5081 0.00 0.03 0.01 -0.2556
C 1.2412 0.6505 -4.6857 -0.01 -0.01 0.01 -0.0176
C 1.7733 1.0205 -5.9071 0.00 0.00 0.00 0.0009
C 1.1362 0.8715 -2.2386 -0.03 0.00 0.03 -0.1566
C 0.6764 0.5471 -1.1536 0.15 0.19 -0.28 -0.1717
H 3.9686 3.3752 -4.8537 0.00 0.00 -0.01 0.1258
H 3.0161 2.7164 -2.6710 0.00 -0.01 0.00 0.1130
H 0.4723 -0.1087 -4.6345 0.01 0.00 0.00 0.1133
H 1.4292 0.5484 -6.8172 0.00 0.00 0.00 0.1262
O 0.9023 -2.5651 0.7296 0.00 0.02 0.01 -0.2465
N 0.7669 -2.8856 1.9343 -0.02 -0.04 0.00 -0.1678
O 0.2425 -1.9679 2.6217 0.10 -0.01 0.04 -0.2533
```
Forces are in eV/Å.

Results
F_max   0.5 eV Å⁻¹
Net charge   +1
Total energy   -70354.2175 eV



What are the Kohn-Sham gap values for these records? In order: 8.3; 7.4; 9.7; 7.1 eV.